(1)
57
Properties=species:S:1:pos:R:3:forces:R:3:mulliken_charge:R:1 method="wB97M-V/def2-TZVPD" e_homo_ha=-0.37256 charge=+1 relative_energy_kj_mol=71.8 lumo_ev=-2.4 fmax_ev_per_a=2.551 multiplicity=1 orbital_gap_ev=7.74
Ca -0.237708 -0.130415 -0.168238 -0.266 0.286 -0.153 1.019
C 0.031536 -2.257102 -2.906925 -1.828 -0.216 -0.928 -0.576
C -0.343887 -0.914553 -3.449373 -1.683 -0.196 -0.939 -1.159
N -1.353029 -0.337807 -2.533221 1.844 -0.408 -0.029 0.122
C -2.659821 -0.900428 -2.611132 -1.829 -0.227 -1.176 -0.776
C -2.978685 -2.155170 -1.806414 0.372 0.005 0.771 -0.759
S -2.140257 -2.280107 -0.147212 -0.243 -0.345 -0.718 -0.102
C -0.974353 -3.633069 -0.437221 0.037 -2.054 -1.514 -0.653
C 0.483295 -3.332344 -0.830579 0.777 -0.581 -1.028 -0.814
N 0.615634 -2.108490 -1.603789 -0.201 0.548 0.518 0.151
H 0.613846 -2.766661 -3.644498 0.945 -0.583 -0.267 0.475
H -0.905611 -2.853388 -2.850057 0.852 0.324 0.164 0.006
H -0.694034 -0.959443 -4.526330 -0.014 -0.269 1.063 0.412
H 0.535305 -0.324842 -3.536605 0.783 1.038 0.421 0.370
H -1.428994 0.639306 -2.678319 -0.122 1.121 -0.080 0.287
H -2.880860 -1.174389 -3.676192 -0.044 0.185 0.578 0.266
H -3.404050 -0.146249 -2.349739 0.300 0.229 0.071 0.436
H -2.678653 -2.990048 -2.410141 0.046 -0.765 0.233 0.492
H -4.042075 -2.290809 -1.583463 0.176 0.386 -0.239 0.539
H -1.328583 -4.333640 -1.298349 -0.108 1.297 1.719 0.472
H -0.977367 -4.254746 0.467784 -0.004 0.167 -0.245 0.426
H 0.873826 -4.153193 -1.503718 -0.502 0.275 1.005 0.326
H 1.143371 -3.286675 0.015463 0.234 0.128 0.570 0.363
H 1.568927 -1.813275 -1.737438 0.556 -0.334 0.240 0.225
Cl 1.024381 2.428204 -0.881719 -0.069 -0.131 0.017 -0.177
C -0.136926 3.761502 -0.588144 2.332 -0.364 0.055 0.576
C 0.486899 4.980823 -0.441780 -1.788 0.718 0.637 -0.954
C -0.354468 6.064661 -0.166403 1.163 0.117 0.147 -0.345
C -1.701902 5.896439 -0.196383 -1.607 -0.237 -0.068 -0.824
C -2.232462 4.615172 -0.317680 -1.089 1.087 -0.151 0.622
Cl -3.958467 4.495234 -0.399235 -0.063 -0.064 0.144 -0.197
C -1.464924 3.480856 -0.433792 -0.433 -1.034 -0.344 0.038
S -2.134065 1.865712 -0.515466 -0.238 0.143 0.226 -0.416
H 1.530213 5.123833 -0.420249 1.023 -0.177 -0.164 0.472
H 0.040833 7.016937 0.156857 0.229 0.120 -0.448 0.379
H -2.424297 6.721039 -0.151849 0.545 -0.279 0.248 0.382
O -1.279475 0.224524 2.086424 0.471 -0.325 0.487 -0.576
C -0.327564 0.802847 2.990605 0.009 1.447 0.920 -0.304
C 0.244096 -0.323883 3.853875 1.026 0.577 -0.658 -0.847
C 0.773457 -1.510662 2.993477 -0.765 0.237 1.170 -0.341
C 2.023309 -1.072997 2.341868 0.755 -0.020 0.330 0.385
C 3.245233 -1.137543 3.024412 -1.156 -0.922 0.502 -0.804
C 4.383008 -0.710803 2.440307 1.324 0.822 -1.222 -0.411
C 4.308598 -0.184808 1.127840 1.393 -0.575 0.893 -0.972
C 3.096471 -0.193304 0.545073 -0.257 0.536 -0.903 -0.474
N 1.962355 -0.548084 1.130242 -1.206 -0.665 -0.245 0.535
H -1.811447 0.923877 1.697447 -0.568 0.621 -0.314 0.239
H -0.745530 1.597822 3.711014 -0.016 -1.268 -1.149 0.410
H 0.391718 1.397359 2.390127 0.192 -0.549 0.333 0.241
H -0.561177 -0.654737 4.489534 -0.102 -0.192 0.403 0.450
H 1.108948 0.080361 4.452922 -1.033 -0.364 -0.312 0.350
H 0.015051 -1.745155 2.252023 -0.101 -0.254 -0.076 -0.215
H 0.880784 -2.380308 3.676900 0.254 0.442 -0.635 0.489
H 3.239437 -1.645644 3.976150 0.168 0.131 0.238 0.506
H 5.347165 -0.805112 2.927862 -0.125 0.056 0.056 0.427
H 5.180335 0.114774 0.537282 -0.281 -0.104 0.490 0.418
H 3.012646 0.078609 -0.483857 -0.062 0.461 -0.643 0.387



(2)
61
Properties=species:S:1:pos:R:3:forces:R:3:mulliken_charge:R:1 method="wB97M-V/def2-TZVPD" e_homo_ha=0.02502 charge=-2 relative_energy_kj_mol=100.0 lumo_ev=4.2 fmax_ev_per_a=2.870 multiplicity=1 orbital_gap_ev=3.48
Ca -0.418531 -0.300727 0.232383 1.190 -2.200 1.407 1.280
C 2.089777 4.257138 -0.482404 -0.025 0.043 -0.051 -1.454
C 3.012489 3.431232 0.422459 -0.056 0.004 0.040 1.987
C 4.336037 3.184549 -0.296765 0.088 -0.035 -0.011 -2.001
C 3.267699 4.198056 1.716050 -0.026 0.018 0.093 -1.774
N 2.448123 2.136316 0.831233 0.144 0.017 -0.183 -0.452
N 2.111729 1.238048 -0.212020 -0.354 0.095 0.142 -0.145
H 2.590645 5.177180 -0.801811 -0.031 -0.053 0.002 0.465
H 1.173647 4.540318 0.040135 0.033 -0.031 -0.004 0.237
H 1.814413 3.705244 -1.386466 0.017 0.041 0.046 0.279
H 4.878053 4.125796 -0.429973 -0.033 -0.051 -0.014 0.448
H 4.173334 2.749178 -1.286170 0.019 0.000 0.052 0.365
H 4.955003 2.497749 0.287365 -0.029 0.057 -0.034 0.443
H 3.760227 5.153081 1.509737 -0.044 -0.039 0.021 0.395
H 3.898050 3.603900 2.382743 -0.029 0.054 -0.050 0.417
H 2.323112 4.404257 2.231113 0.086 -0.032 -0.028 0.364
H 1.598652 2.256098 1.374464 -0.035 0.008 0.044 0.274
H 2.944845 0.803631 -0.575652 0.046 -0.199 0.048 0.189
H 1.602716 1.676506 -0.974980 0.029 0.004 -0.119 0.049
C 0.829930 0.616926 -4.000807 -0.140 0.085 -0.081 -0.626
O -0.585954 0.816512 -3.882065 0.176 -0.179 -0.197 -0.196
C -1.209427 0.603696 -2.654741 -0.201 0.423 -0.138 -0.765
O -0.406900 0.370431 -1.731276 0.116 0.713 -1.795 -0.014
H 1.011170 0.039819 -4.906620 -0.029 0.001 -0.069 0.275
H 1.240353 0.083594 -3.150492 -0.012 -0.089 0.123 0.213
H 1.333914 1.581902 -4.094653 0.019 0.068 0.021 0.219
C -0.764739 -3.717860 -1.532187 -0.032 -0.035 -0.024 -1.010
C 0.332680 -4.253615 -0.666024 0.098 -0.018 0.136 1.021
C 0.856213 -5.516202 -0.882318 0.054 0.105 0.094 -0.517
C 1.894342 -6.052676 -0.105549 -0.066 0.168 0.054 -0.665
C 2.405060 -5.241075 0.921350 -0.125 0.038 -0.122 -0.556
C 1.917941 -3.974315 1.182099 -0.168 0.018 -0.160 0.975
C 2.496989 -3.134402 2.278394 0.015 -0.010 0.052 -1.287
C 0.816057 -3.381169 0.409201 -0.055 0.247 0.284 -0.328
N 0.314979 -2.185556 0.660198 0.574 -1.632 -0.239 -1.246
H -1.077091 -4.457850 -2.277835 0.001 0.019 0.009 0.343
H -0.453923 -2.804563 -2.054322 -0.006 -0.004 0.016 -0.108
H -1.634507 -3.427113 -0.929634 0.016 -0.001 -0.014 0.177
H 0.445280 -6.115296 -1.697169 -0.012 0.025 0.015 0.212
H 2.280002 -7.050560 -0.287539 0.010 0.027 -0.002 0.309
H 3.221019 -5.622534 1.538493 -0.019 0.023 0.009 0.210
H 3.227995 -3.703942 2.866696 -0.023 0.047 -0.020 0.361
H 1.702107 -2.759039 2.932805 0.037 -0.014 -0.006 0.236
H 2.982402 -2.235354 1.877675 -0.025 -0.005 0.018 0.099
F -5.626703 2.294924 -2.085796 -0.074 -0.026 -0.054 -0.333
C -4.806007 3.108210 -1.402076 -0.475 0.240 -0.115 0.195
C -3.603809 2.696341 -1.009877 0.566 -0.329 0.080 -0.070
N -2.748184 3.506255 -0.300045 0.250 0.311 0.000 0.234
C -1.405538 3.017655 0.060209 -0.497 -0.100 0.102 -0.295
C -1.410347 1.734724 0.908064 -0.622 1.198 0.598 0.744
O -2.330453 0.900004 0.751039 -0.073 0.619 0.140 -0.751
O -0.378619 1.562854 1.608527 -0.288 0.496 -0.146 -0.833
C -3.069895 4.820867 -0.022230 0.063 -0.499 0.009 0.485
O -2.338134 5.603657 0.553091 0.036 0.127 0.024 -0.685
N -4.330305 5.192343 -0.450551 0.100 0.168 0.095 -0.048
C -5.278438 4.447683 -1.137790 0.292 -0.336 0.004 0.260
O -6.341092 4.935637 -1.455543 -0.433 0.181 -0.125 -0.680
H -3.227882 1.706901 -1.245347 -0.002 0.018 -0.049 0.598
H -0.891743 3.794845 0.604255 -0.058 0.202 0.039 0.221
H -0.856385 2.791543 -0.855775 0.009 -0.040 -0.016 0.035
H -4.581529 6.149522 -0.262619 0.011 0.053 0.049 0.224



(3)
60
Properties=species:S:1:pos:R:3:forces:R:3:mulliken_charge:R:1 method="wB97M-V/def2-TZVPD" e_homo_ha=-0.31386 charge=0 relative_energy_kj_mol=58.1 lumo_ev=-0.2 fmax_ev_per_a=1.606 multiplicity=1 orbital_gap_ev=8.33
Rb -0.992271 2.595507 0.043174 1.546 -0.018 0.432 0.610
N -0.106543 5.528586 -0.040833 -0.023 0.049 0.034 -0.362
C 1.316596 5.790039 -0.249308 -0.046 0.075 -0.095 -0.990
C 2.178862 4.818663 0.538238 0.171 -0.070 0.126 -0.708
N 2.071522 3.414580 0.152353 -0.126 0.104 -0.094 0.710
C 2.617080 3.192140 -1.191562 0.181 -0.066 0.107 -0.815
C 1.607285 3.160937 -2.333521 -0.162 -0.081 -0.105 -0.826
N 0.831941 1.915709 -2.344228 -0.061 0.011 0.055 -0.377
C 2.719684 2.546006 1.134789 0.110 -0.072 -0.168 -0.632
C 2.102594 2.506326 2.524770 0.004 0.014 0.060 -0.968
N 0.722798 2.026638 2.512263 0.082 -0.039 -0.040 -0.265
H -0.688800 6.048408 -0.686026 0.067 0.021 -0.046 0.212
H -0.384959 5.818469 0.890186 0.012 -0.033 0.009 0.210
H 1.623474 6.801851 0.043323 -0.028 0.014 0.046 0.459
H 1.528760 5.720823 -1.317212 0.019 -0.048 0.019 0.325
H 1.908955 4.912759 1.591733 -0.094 -0.016 -0.027 0.267
H 3.230713 5.152817 0.468642 -0.010 0.015 -0.043 0.306
H 3.140058 2.230894 -1.194782 -0.029 0.002 -0.031 0.562
H 3.389334 3.945314 -1.413808 -0.028 0.029 -0.018 0.307
H 2.155693 3.308244 -3.271613 0.026 0.072 0.005 0.307
H 0.902845 3.988734 -2.248542 0.018 -0.026 0.055 0.296
H 1.316345 1.184645 -2.849735 0.074 0.008 0.048 0.212
H -0.056053 2.042515 -2.817413 0.010 0.037 -0.016 0.222
H 3.789082 2.800292 1.253040 -0.020 0.070 0.010 0.307
H 2.702154 1.534085 0.718565 -0.077 -0.017 0.082 0.296
H 2.118784 3.496303 2.983658 -0.010 0.007 -0.003 0.418
H 2.775160 1.888296 3.134194 -0.011 -0.046 -0.007 0.411
H 0.365751 1.932848 3.454848 0.025 0.027 0.015 0.217
H 0.675264 1.107212 2.079449 -0.015 0.053 -0.012 0.074
Cl -5.710064 1.453131 -2.176242 0.135 0.096 0.118 -0.197
C -5.252639 2.667479 -0.946920 -0.381 0.070 -0.164 0.073
Cl -5.789860 4.293858 -1.466718 0.130 -0.170 0.070 -0.197
C -3.741264 2.642122 -0.644269 -0.207 0.006 -0.009 0.831
O -2.950806 2.895945 -1.575001 -0.656 -0.042 -0.087 -0.785
O -3.497724 2.362410 0.558890 -0.484 -0.014 -0.338 -0.798
H -5.795001 2.425977 -0.043078 -0.087 0.013 -0.029 0.277
N -1.440034 -5.313961 0.706209 0.217 -0.355 -0.045 0.020
C -1.193955 -6.653850 0.450588 -0.509 0.239 0.175 0.666
C -1.900101 -7.811204 0.772667 0.095 -0.002 -0.086 -1.043
C -1.360382 -8.999958 0.326464 0.076 -0.023 -0.048 -0.401
C -0.161796 -9.035030 -0.413340 -0.132 0.005 0.076 -0.478
C 0.522977 -7.879890 -0.723254 0.016 -0.023 0.030 -0.728
C -0.009703 -6.668647 -0.278130 0.530 0.176 -0.191 0.565
N 0.478741 -5.371925 -0.441054 -0.184 -0.363 0.034 -0.647
C -0.396927 -4.617431 0.154455 -0.117 0.576 0.068 0.103
C -0.311648 -3.143165 0.242766 -0.072 -0.386 -0.003 0.981
C -1.300030 -2.377990 0.846155 -0.014 0.111 0.039 -0.689
C -1.151362 -1.001112 0.893422 -0.099 0.031 -0.056 -0.577
N -0.105483 -0.352329 0.382188 -0.008 -0.249 0.131 -0.026
C 0.836740 -1.100671 -0.196458 0.040 0.074 -0.064 -0.231
C 0.783290 -2.479241 -0.293051 0.101 0.093 -0.036 -0.844
H -2.218874 -4.933226 1.209965 -0.008 -0.003 0.016 0.166
H -2.823931 -7.788523 1.334978 0.002 0.026 0.006 0.379
H -1.872818 -9.927221 0.547256 0.021 -0.004 -0.003 0.379
H 0.223891 -9.990871 -0.741996 -0.007 -0.001 0.000 0.377
H 1.445227 -7.904707 -1.288008 -0.009 0.039 -0.001 0.430
H -2.192547 -2.806493 1.281317 0.006 -0.054 -0.019 0.255
H -1.932476 -0.398972 1.348237 0.060 0.075 -0.012 0.447
H 1.679828 -0.562080 -0.616450 -0.025 0.027 0.014 0.448
H 1.576643 -3.032047 -0.776251 -0.036 -0.042 0.016 0.462



(4)
65
Properties=species:S:1:pos:R:3:forces:R:3:lowdin_spin:R:1 method="wB97M-V/def2-TZVPD" e_homo_ha="-0.38884 / -0.39474" charge=+1 relative_energy_kj_mol=52.3 lumo_ev="-2.4 / -2.7" fmax_ev_per_a=1.315 multiplicity=4 orbital_gap_ev="8.13 / 8.01"
Co 0.291689 -0.127223 0.845361 -1.136 0.602 -0.276 2.697
C -2.649579 1.691292 4.428184 -0.033 -0.111 -0.037 0.001
N -2.826799 0.404036 3.789857 -0.016 0.115 0.082 0.003
C -4.169411 -0.105142 3.489681 0.115 0.020 -0.017 0.000
C -3.882217 -1.432241 2.770287 0.246 0.067 0.024 0.000
N -2.420634 -1.412660 2.641818 -0.025 0.485 0.173 0.002
C -1.881973 -0.337113 3.207485 -0.306 0.016 0.119 0.009
S -0.202520 0.009762 3.267777 0.171 -0.115 0.056 0.044
H -2.949152 2.497903 3.754956 -0.015 -0.009 -0.017 0.000
H -1.605839 1.818594 4.695452 0.030 -0.010 0.011 0.001
H -3.258369 1.734765 5.331442 0.013 -0.007 -0.009 0.000
H -4.699149 0.610169 2.857410 -0.011 0.034 -0.003 0.000
H -4.738011 -0.241766 4.407974 -0.001 0.012 0.033 0.000
H -4.344461 -1.499292 1.789909 -0.012 -0.004 -0.032 0.000
H -4.188353 -2.293672 3.359259 -0.031 -0.041 0.021 0.000
H -1.973667 -1.942131 1.899755 -0.007 -0.272 0.132 0.000
Cl -3.489615 -1.399881 -6.141668 -0.012 0.007 0.015 0.000
C -3.037554 -1.576158 -4.477695 0.033 0.011 0.017 0.000
C -3.320954 -2.760716 -3.816070 -0.030 -0.083 0.039 0.000
C -2.951487 -2.897564 -2.487299 -0.083 -0.034 -0.037 0.000
C -2.280233 -1.869570 -1.835381 0.042 -0.082 -0.007 0.002
C -2.004737 -0.686681 -2.511006 0.105 0.036 -0.038 0.000
C -2.393434 -0.531510 -3.832901 0.009 0.060 0.036 0.000
C -1.867976 -2.059555 -0.409292 0.185 0.212 0.070 0.009
O -2.544577 -2.727564 0.359378 0.074 -0.167 -0.266 0.006
O -0.740786 -1.492513 -0.066959 -0.142 -0.328 -0.210 0.061
H -3.830830 -3.560875 -4.335827 0.018 0.025 0.006 0.000
H -3.180242 -3.807795 -1.946610 0.004 0.040 -0.009 0.000
H -1.495043 0.118388 -1.994068 0.021 -0.024 -0.021 0.000
H -2.203496 0.391950 -4.363437 0.010 -0.026 0.002 0.000
C 4.265030 -1.808462 -3.068174 -0.106 0.061 0.014 0.001
N 3.407742 -0.782840 -2.479546 -0.048 -0.170 0.096 0.004
C 2.231071 -0.881752 -1.843240 0.033 0.043 -0.082 0.006
S 1.587665 0.601398 -1.196275 0.034 0.018 0.027 0.045
N 1.525966 -1.988433 -1.703841 -0.017 -0.122 -0.002 0.000
C 1.729239 -3.367546 -2.153483 -0.099 0.129 0.109 0.000
H 5.195530 -1.328830 -3.356518 0.012 0.031 0.008 0.000
H 3.825775 -2.249494 -3.961057 -0.020 0.017 -0.032 0.000
H 4.498896 -2.592429 -2.350281 0.017 0.001 0.027 0.000
H 3.757115 0.158591 -2.494359 0.041 0.061 0.035 0.001
H 0.637922 -1.837233 -1.214841 0.025 -0.012 0.023 -0.001
H 2.598977 -3.480423 -2.778872 0.047 0.009 -0.064 0.000
H 0.853480 -3.680254 -2.719746 -0.023 0.027 -0.020 0.000
H 1.828541 -4.023558 -1.288896 0.019 0.025 0.020 0.000
S -1.335686 1.815113 0.581399 0.038 -0.077 -0.365 0.036
C -0.047371 2.947556 0.497310 -0.094 0.111 0.290 0.013
N 0.249507 3.569828 -0.638516 0.200 0.024 -0.041 0.004
C 1.406100 4.454418 -0.824134 -0.075 -0.085 0.084 0.000
C 2.450710 4.145293 0.233291 -0.013 -0.089 0.011 0.000
C 1.801821 4.152619 1.605730 -0.140 -0.069 -0.063 0.001
N 0.662261 3.232007 1.592748 0.224 0.034 -0.066 0.009
H -0.280043 3.275873 -1.441974 -0.056 -0.023 -0.016 0.000
H 1.086408 5.495429 -0.761957 -0.025 0.036 -0.016 0.000
H 1.809080 4.277646 -1.819124 -0.045 -0.004 -0.045 0.000
H 3.255462 4.877744 0.193627 -0.011 0.002 -0.016 0.000
H 2.868773 3.154059 0.039854 0.040 0.027 0.000 0.000
H 1.462268 5.157536 1.865311 0.001 0.024 0.035 0.000
H 2.502879 3.822927 2.369705 -0.024 -0.024 0.045 0.000
H 0.389911 2.741556 2.431942 -0.051 -0.044 0.013 0.000
Cl 5.229634 0.468499 0.979054 -0.069 0.025 -0.054 0.000
C 4.486526 -0.673925 2.106337 0.029 0.027 0.039 0.001
Cl 4.511071 -0.025815 3.743818 -0.015 0.023 0.063 0.000
Cl 5.303293 -2.231009 2.031246 0.015 -0.090 -0.011 0.001
C 3.085933 -0.871984 1.718988 0.694 -0.169 0.262 0.012
N 1.997918 -1.039332 1.426692 0.246 -0.207 -0.162 0.029